[1]
A 2-piece molecular cluster, C5H15N2O overall in a non-equilibrium geometry, computed with ωB97M-V/def2-TZVPD.

Each line ends with the Mulliken charge.
CARTESIAN COORDINATES (ANGSTROEM)
C  2.07894  1.63174  0.01719  -1.406
C  1.00356  0.59206  -0.43776  0.532
C  -0.12912  1.23128  -1.20336  -0.741
C  -1.37518  0.36089  -0.91858  -0.665
C  -2.10238  -1.60719  0.22808  -0.476
N  -1.17399  -1.00187  -0.39577  -0.272
N  1.54735  -0.60059  -1.37172  -0.311
H  3.04344  1.14652  0.14720  0.399
H  1.84019  2.00097  1.01971  0.352
H  2.16095  2.41443  -0.66020  0.383
H  0.62336  0.10255  0.52404  0.095
H  -0.32474  2.35537  -1.17809  0.379
H  0.11757  1.05727  -2.34849  0.194
H  -2.03889  0.89679  -0.20953  0.439
H  -2.08921  0.28621  -1.77997  0.457
H  -1.95982  -2.67713  0.33484  0.282
H  -3.07891  -1.36362  0.49074  0.288
H  0.77635  -1.33795  -1.22186  0.386
H  2.42580  -0.94274  -1.06151  0.349
H  1.59656  -0.42341  -2.35584  0.343
H  -0.48989  -0.78721  4.27870  0.316
H  -0.38361  -1.18709  2.82948  0.291
O  -0.21094  -0.44706  3.43123  -0.612

Calculated values
Energy relative to the best compared isomer or geometry (same formula, charge and spin)   58.6 kcal/mol
HOMO-LUMO gap   10.89 eV
E_HOMO   -13.89 eV
Total charge   +1
Spin multiplicity   1
LUMO level   -3.001 eV

---

[2]
A 2-piece molecular cluster, C5H15N2O overall in a non-equilibrium geometry, computed with ωB97M-V/def2-TZVPD.

Each line ends with the Mulliken charge.
CARTESIAN COORDINATES (ANGSTROEM)
C  1.06032  -1.85785  0.70813  -1.264
C  -0.36250  -1.56664  0.16002  -0.288
C  -0.51638  -0.81874  -1.14820  -0.349
C  0.46469  0.34681  -1.41165  -0.909
N  1.73131  1.73487  0.89601  -0.337
C  0.62677  2.14359  0.30973  0.160
N  0.02583  1.55223  -0.67438  -0.047
H  1.46673  -2.80572  0.37009  0.334
H  1.80130  -1.08672  0.48043  0.220
H  1.00278  -1.91931  1.79393  0.322
H  -0.74511  -2.57486  -0.00371  0.359
H  -0.92935  -1.15041  0.98384  0.281
H  -0.51903  -1.43935  -2.04644  0.402
H  -1.50135  -0.35401  -1.19617  0.208
H  0.45318  0.62947  -2.45899  0.367
H  1.44522  0.03217  -1.07555  0.377
H  2.09550  0.79243  0.78827  0.187
H  1.95236  2.06910  1.82516  0.298
H  0.19441  3.04380  0.70537  0.404
H  -0.75927  2.03036  -1.09033  0.267
H  -3.04849  1.19383  0.48806  0.294
H  -3.17933  -0.40095  0.64134  0.338
O  -2.75960  0.40590  0.95503  -0.623

Calculated values
Energy relative to the best compared isomer or geometry (same formula, charge and spin)   19.4 kcal/mol
HOMO-LUMO gap   11.53 eV
E_HOMO   -14.71 eV
Total charge   +1
Spin multiplicity   1
LUMO level   -3.179 eV

---

[3]
A 2-piece molecular cluster, C5H15N2O overall in a non-equilibrium geometry, computed with ωB97M-V/def2-TZVPD.

Each line ends with the Mulliken charge.
CARTESIAN COORDINATES (ANGSTROEM)
C  -1.35663  -1.32083  -1.36280  -0.644
C  -1.03805  0.10861  -1.79370  -0.772
C  -0.09257  0.76544  -0.80451  -0.670
C  -0.41564  1.16368  0.43736  0.059
N  0.47497  1.41761  1.45132  -0.212
C  0.01439  2.22648  2.59676  -0.940
N  -0.13838  -2.08866  -0.96489  -0.225
H  -2.06605  -1.31880  -0.54409  0.385
H  -1.80512  -1.83043  -2.21597  0.377
H  -0.56512  0.15996  -2.77189  0.352
H  -2.00835  0.59717  -1.83450  0.346
H  0.90765  0.94868  -1.18494  0.310
H  -1.48190  1.25986  0.65773  0.367
H  1.38249  1.71066  1.10163  0.257
H  -0.74851  1.64902  3.10501  0.322
H  0.84472  2.31898  3.28138  0.341
H  -0.37339  3.20257  2.31188  0.326
H  0.34033  -1.61090  -0.18347  0.323
H  0.57077  -2.13711  -1.69476  0.342
H  -0.43988  -3.00702  -0.64686  0.356
H  2.53806  -1.67373  1.08386  0.310
H  3.08287  -0.98186  -0.16543  0.310
O  2.37334  -1.55938  0.14088  -0.621

Calculated values
Energy relative to the best compared isomer or geometry (same formula, charge and spin)   30.3 kcal/mol
HOMO-LUMO gap   8.44 eV
E_HOMO   -11.48 eV
Total charge   +1
Spin multiplicity   1
LUMO level   -3.045 eV

---

[4]
A 3-piece molecular cluster, C5H15N2O overall in a non-equilibrium geometry, computed with ωB97M-V/def2-TZVPD.

Each line ends with the Mulliken charge.
CARTESIAN COORDINATES (ANGSTROEM)
C  0.87660  -1.52328  -0.38974  -0.533
C  -0.37551  -1.40458  0.58207  -0.928
C  -0.70063  -0.00122  0.81656  1.023
C  0.02331  0.76472  1.82960  -0.444
N  0.65470  1.84024  1.68929  -0.106
C  -1.67534  0.55698  -0.09597  -1.360
N  0.89200  -0.65071  -1.49834  -0.323
H  -1.91497  -1.31787  -1.78104  -0.161
H  1.76863  -1.45172  0.23440  0.340
H  -0.11693  -1.77440  1.58113  0.452
H  -1.24127  -2.01712  0.36568  0.434
H  0.21324  0.17894  2.73847  0.366
H  0.78472  2.48487  2.46129  0.271
H  1.09287  2.04329  0.66986  0.331
H  -2.52956  -0.10177  -0.20585  0.479
H  -1.13560  0.79501  -1.05063  0.409
H  -1.96194  1.57978  0.17126  0.416
H  -1.61782  -1.85137  -2.14630  0.149
H  1.33290  -1.02424  -2.32301  0.270
H  0.84573  -2.52135  -0.81178  0.414
H  2.01946  2.89741  -0.94309  0.195
H  1.26511  0.32444  -1.30703  0.166
O  1.50030  2.17395  -0.58682  -0.861

Calculated values
Energy relative to the best compared isomer or geometry (same formula, charge and spin)   155.7 kcal/mol
HOMO-LUMO gap   5.51 eV
E_HOMO   -12.89 eV
Total charge   +1
Spin multiplicity   1
LUMO level   -7.381 eV

---

[5]
A 2-piece molecular cluster, C5H15N2O overall in a non-equilibrium geometry, computed with ωB97M-V/def2-TZVPD.

Each line ends with the Mulliken charge.
CARTESIAN COORDINATES (ANGSTROEM)
N  -1.71909  4.27747  -2.58524  -0.651
C  0.51681  -0.28319  0.99215  -0.229
C  -0.37922  0.05574  -0.11825  0.664
C  -1.86357  -0.13434  0.16279  -1.399
O  -0.10813  1.41909  -0.46268  -0.421
C  1.85029  -0.82642  0.78346  -0.772
N  2.02244  -2.21966  1.22886  -0.258
C  0.96854  -3.16134  0.82140  -0.803
H  -0.86753  3.85726  -2.24030  0.201
H  -1.77846  5.22025  -2.22248  0.229
H  -1.65765  4.35095  -3.59195  0.230
H  0.31645  0.17039  1.96421  0.460
H  -0.11583  -0.54875  -0.97838  0.213
H  -2.11804  -1.18661  0.29950  0.401
H  -2.40085  0.25628  -0.69627  0.388
H  -2.17600  0.41808  1.04862  0.357
H  0.49713  1.85053  0.15880  0.328
H  2.53548  -0.21163  1.38384  0.433
H  2.13374  -0.76616  -0.26959  0.364
H  2.20177  -2.28070  2.22434  0.310
H  0.85180  -3.11451  -0.26235  0.332
H  1.30034  -4.15366  1.08159  0.337
H  -0.01043  -2.98909  1.27792  0.287

Calculated values
Energy relative to the best compared isomer or geometry (same formula, charge and spin)   110.9 kcal/mol
HOMO-LUMO gap   4.60 eV
E_HOMO   -12.23 eV
Total charge   +1
Spin multiplicity   1
LUMO level   -7.634 eV

---

[6]
A 2-piece molecular cluster, C5H15N2O overall in a non-equilibrium geometry, computed with ωB97M-V/def2-TZVPD.

Each line ends with the Mulliken charge.
CARTESIAN COORDINATES (ANGSTROEM)
C  -2.83955  -1.29092  -1.46147  -1.347
C  -1.71815  -0.72208  -0.60417  -0.147
C  -0.37916  -0.75073  -1.36545  -0.936
C  0.72086  -0.05989  -0.61633  0.026
C  1.22897  1.15407  -0.84646  -0.244
N  2.01925  1.81777  0.08715  -0.494
N  1.09676  -0.69334  0.67542  -0.142
H  -2.49493  -2.11575  -2.07659  0.360
H  -3.22870  -0.54099  -2.15677  0.339
H  -3.71792  -1.52825  -0.87174  0.375
H  -1.90923  0.27635  -0.21892  0.364
H  -1.62256  -1.35861  0.28130  0.257
H  -0.50154  -0.24255  -2.31261  0.380
H  -0.11287  -1.80265  -1.51108  0.330
H  1.01776  1.59163  -1.81195  0.398
H  2.54304  2.61520  -0.23338  0.250
H  1.57696  2.00195  0.97303  0.186
H  0.64505  -0.27257  1.51103  0.265
H  0.89979  -1.69356  0.66520  0.424
H  2.10791  -0.56980  0.77653  0.412
H  -0.58517  0.20941  3.56560  0.286
H  0.67553  1.13592  3.50526  0.305
O  0.08035  0.58735  2.98278  -0.647

Calculated values
Energy relative to the best compared isomer or geometry (same formula, charge and spin)   19.3 kcal/mol
HOMO-LUMO gap   9.71 eV
E_HOMO   -12.82 eV
Total charge   +1
Spin multiplicity   1
LUMO level   -3.112 eV